{
  "formula": "C19H21NO4",
  "method": "ωB97M-V with the def2-TZVPD basis set",
  "gap_ha": 0.2936,
  "e_tot_ev": -29723.7581,
  "de_lowest_ev": 1.5468,
  "charge": 0,
  "homo_energy_ha": -0.2820,
  "smiles": "COc1ccc(NC(=O)CCCC(=O)c2ccccc2)cc1OC",
  "species": ["C", "H", "O", "C", "C", "C", "C", "C", "C", "O", "C", "H", "H", "H", "H", "N", "C", "O", "C", "H", "H", "C", "C", "C", "O", "C", "C", "C", "C", "C", "C", "H", "H", "H", "H", "H", "H", "H", "H", "H", "H", "H", "H", "H", "H"],
  "positions_angstrom": [[3.441193, 2.745290, 1.622067], [3.446527, 3.553143, 0.882966], [3.473179, 1.480648, 1.012752], [2.412036, 1.106920, 0.218199], [1.330057, 1.937871, -0.038434], [0.250641, 1.532863, -0.801355], [0.232237, 0.250187, -1.326650], [1.323183, -0.580768, -1.107841], [2.415834, -0.181067, -0.349009], [3.379255, -1.138206, -0.230824], [4.615188, -0.866082, 0.388808], [5.204545, -1.773269, 0.253580], [4.499844, -0.663386, 1.455413], [5.128373, -0.025789, -0.083559], [1.338267, -1.585479, -1.500984], [-0.850011, -0.268328, -2.049222], [-2.115472, 0.222814, -2.115772], [-2.456306, 1.312199, -1.705473], [-3.108000, -0.738700, -2.754503], [-4.053581, -0.200135, -2.837966], [-2.773242, -1.001408, -3.759861], [-3.309041, -2.010522, -1.917332], [-3.323774, -1.707350, -0.413226], [-1.910514, -1.732798, 0.146329], [-1.147655, -2.614208, -0.200096], [-1.476903, -0.704310, 1.120970], [-2.155683, 0.487597, 1.366709], [-1.631412, 1.414741, 2.248410], [-0.433322, 1.169731, 2.897916], [0.250781, -0.011820, 2.661614], [-0.265781, -0.936980, 1.779187], [0.257962, -1.858523, 1.574458], [1.188222, -0.207233, 3.160988], [-0.033180, 1.900766, 3.585947], [-2.160241, 2.339772, 2.423716], [-3.073221, 0.726447, 0.854398], [-3.862331, -2.502167, 0.111178], [-3.835010, -0.768564, -0.218843], [-2.510237, -2.731583, -2.106776], [-4.249706, -2.476316, -2.215145], [-0.704413, -1.212974, -2.379206], [-0.576202, 2.200900, -0.964410], [1.310586, 2.934189, 0.371427], [4.350625, 2.801484, 2.219425], [2.570151, 2.855974, 2.276227]],
  "atomic_forces_ev_per_a": [[0.01, 0.16, 0.08], [-0.03, -0.02, 0.03], [-0.14, -0.36, -0.21], [0.13, 0.01, 0.03], [0.23, -0.12, 0.02], [-0.14, 0.06, -0.09], [0.41, 0.30, 0.19], [0.08, 0.16, 0.08], [-0.11, 0.10, -0.13], [-0.37, 0.03, -0.03], [0.46, -0.03, 0.18], [-0.02, 0.07, 0.01], [0.04, -0.02, -0.10], [-0.03, -0.06, 0.04], [0.00, -0.17, -0.04], [0.23, -0.24, -0.16], [-0.33, -0.27, -0.57], [-0.06, 0.29, 0.18], [-0.11, 0.01, 0.07], [0.14, 0.05, -0.02], [-0.02, 0.03, -0.05], [-0.02, 0.02, 0.03], [0.05, -0.25, -0.30], [-0.17, -0.10, -0.01], [-0.05, -0.04, 0.10], [0.31, 0.14, 0.39], [-0.07, -0.22, -0.06], [0.00, 0.13, 0.13], [-0.09, 0.04, 0.00], [0.03, -0.03, 0.04], [-0.09, -0.06, -0.05], [0.04, -0.05, -0.03], [0.09, -0.02, 0.04], [0.03, 0.06, 0.06], [-0.05, 0.08, 0.01], [-0.07, -0.01, -0.07], [0.01, 0.06, 0.06], [-0.05, 0.01, 0.08], [-0.12, -0.03, 0.02], [0.07, -0.02, -0.02], [-0.18, 0.12, 0.04], [-0.03, 0.02, 0.00], [0.03, 0.09, 0.07], [-0.08, 0.06, -0.02], [0.01, 0.02, -0.03]],
  "nbo_charge": [-0.25, 0.18, -0.53, 0.27, -0.27, -0.25, 0.14, -0.26, 0.26, -0.50, -0.24, 0.19, 0.18, 0.18, 0.23, -0.61, 0.69, -0.62, -0.50, 0.23, 0.22, -0.39, -0.52, 0.58, -0.58, -0.12, -0.17, -0.23, -0.18, -0.21, -0.17, 0.24, 0.21, 0.21, 0.22, 0.22, 0.25, 0.22, 0.22, 0.22, 0.41, 0.25, 0.22, 0.20, 0.17]
}



{
  "formula": "C12H16AsF6N6S2W",
  "method": "ωB97M-V with the def2-TZVPD basis set",
  "gap_ha": [0.2033, 0.1768],
  "e_tot_ev": -122238.3148,
  "de_lowest_ev": 3.4077,
  "charge": 4,
  "homo_energy_ha": [-0.7717, -0.7681],
  "spin_multiplicity": 2,
  "s_squared": 0.7579,
  "species": ["W", "N", "C", "N", "C", "C", "S", "C", "C", "S", "C", "N", "N", "H", "H", "H", "H", "H", "H", "N", "C", "N", "C", "C", "C", "C", "C", "H", "H", "H", "H", "H", "H", "H", "H", "H", "H", "F", "As", "F", "F", "F", "F", "F"],
  "positions_angstrom": [[0.278458, -2.814743, 0.029111], [4.453590, -2.679459, -0.068146], [3.508656, -1.784874, -0.005590], [2.234939, -2.074561, 0.044504], [1.316913, 0.184282, 0.024027], [2.573479, 0.759478, 0.048713], [4.052738, -0.059906, 0.039854], [-1.155753, 0.138324, 0.075939], [-2.333752, 0.868800, -0.031228], [-3.709367, -0.069399, -0.091158], [-2.700656, -1.521840, 0.042824], [-1.371881, -1.275020, 0.100768], [-3.355575, -2.653572, 0.076077], [4.254524, -3.674969, -0.097412], [5.439085, -2.432426, -0.086230], [2.687747, 1.837935, 0.085280], [-2.406037, 1.945504, -0.093177], [-4.368351, -2.648941, 0.011426], [-2.958264, -3.571442, 0.198226], [1.205548, -1.182337, 0.014572], [0.070946, 0.850310, 0.076812], [0.053681, 2.262026, 0.106688], [0.446738, 3.029308, -1.052515], [-0.647334, 4.081709, -1.410450], [-0.986893, 4.960720, -0.227034], [-1.284363, 4.191926, 1.047646], [-0.341993, 2.981442, 1.291196], [0.628566, 2.363485, -1.895113], [1.359620, 3.606314, -0.845620], [-1.525304, 3.544669, -1.784216], [-0.268473, 4.675181, -2.242790], [-1.848378, 5.591092, -0.477414], [-0.197956, 5.701429, -0.061388], [-2.316505, 3.821456, 1.051482], [-1.221285, 4.854270, 1.910551], [-0.754812, 2.292311, 2.026810], [0.572357, 3.418604, 1.733987], [-1.159515, -3.985360, -0.058480], [0.157085, -6.061492, 0.080750], [0.089209, -5.268350, 1.610105], [-1.283915, -6.851930, 0.241036], [1.350513, -7.177070, 0.190798], [-0.026490, -5.617352, -1.543161], [1.488462, -4.555532, -0.088077]],
  "atomic_forces_ev_per_a": [[2.10, 1.09, -0.03], [0.22, -0.04, 0.03], [-0.23, 0.21, -0.04], [-0.11, -0.52, -0.01], [0.01, 0.48, 0.10], [-0.14, -0.28, 0.02], [0.05, 0.00, -0.05], [0.10, 0.37, 0.00], [-0.13, -0.07, -0.01], [0.33, -0.01, 0.03], [-0.20, 0.02, -0.01], [0.57, -0.56, -0.12], [-0.32, 0.02, 0.05], [-0.10, 0.02, 0.00], [-0.01, 0.05, 0.02], [0.06, 0.00, 0.01], [-0.04, 0.00, 0.00], [-0.02, 0.05, 0.01], [0.21, 0.08, -0.01], [-0.64, 0.29, 0.02], [-0.19, -0.67, -0.11], [-0.04, 0.48, -0.02], [0.30, 0.06, -0.54], [-0.55, 0.03, 0.03], [0.40, 0.43, 0.06], [-0.61, 0.15, -0.33], [0.07, 0.13, 0.67], [0.03, -0.06, 0.07], [-0.04, -0.03, 0.23], [0.04, -0.03, -0.01], [0.11, -0.10, -0.02], [-0.10, -0.19, 0.00], [0.14, -0.21, 0.05], [0.06, -0.10, -0.04], [0.11, -0.13, 0.08], [0.08, -0.06, -0.04], [0.10, -0.08, -0.16], [-0.56, -0.04, -0.09], [0.23, 0.07, 0.29], [-0.11, -0.93, -0.89], [0.06, -0.03, -0.01], [0.02, 0.06, -0.04], [0.03, -0.58, 0.79], [-1.30, 0.66, -0.01]],
  "lowdin_spin": [0.02, 0.00, 0.00, 0.00, 0.02, 0.01, 0.01, 0.02, 0.00, 0.01, 0.00, 0.00, 0.00, 0.00, 0.00, 0.00, 0.00, 0.00, 0.00, 0.00, 0.02, 0.48, 0.08, 0.06, 0.02, 0.05, 0.09, 0.00, 0.03, 0.00, 0.00, 0.01, 0.00, 0.01, 0.00, 0.00, 0.05, 0.00, 0.00, 0.00, 0.00, 0.00, 0.00, 0.00]
}



{
  "formula": "C10H12N4O2S",
  "method": "ωB97M-V with the def2-TZVPD basis set",
  "gap_ha": 0.3193,
  "e_tot_ev": -31453.8923,
  "de_lowest_ev": 0.4623,
  "charge": 0,
  "homo_energy_ha": -0.2953,
  "smiles": "COc1ccc(OCc2n[nH]c(=S)n2N)cc1",
  "species": ["C", "H", "O", "C", "C", "C", "C", "C", "C", "H", "H", "O", "C", "C", "N", "N", "C", "S", "N", "N", "H", "H", "H", "H", "H", "H", "H", "H", "H"],
  "positions_angstrom": [[-3.997845, -1.827903, 0.290857], [-3.442854, -2.221878, 1.148470], [-3.135952, -1.463165, -0.760632], [-2.226019, -0.477771, -0.548573], [-2.052708, 0.205293, 0.651467], [-1.086171, 1.193887, 0.756057], [-0.282868, 1.513012, -0.329666], [-0.454870, 0.830644, -1.530901], [-1.416135, -0.149953, -1.639369], [-1.562115, -0.685836, -2.563304], [0.169876, 1.088131, -2.371974], [0.674074, 2.513644, -0.254263], [1.791074, 2.207451, 0.557487], [2.517759, 1.006373, 0.047918], [3.411950, 0.999226, -0.890232], [3.738721, -0.297723, -1.083908], [3.033204, -1.126361, -0.275008], [3.068746, -2.759029, -0.121368], [2.239081, -0.269755, 0.457091], [1.428204, -0.672756, 1.504843], [1.655180, -1.657077, 1.674833], [0.442617, -0.602846, 1.246529], [4.434093, -0.562974, -1.761202], [1.494569, 2.024403, 1.599318], [2.442509, 3.080196, 0.494783], [-0.964899, 1.725139, 1.688478], [-2.664297, -0.015601, 1.511917], [-4.636928, -2.611405, -0.112485], [-4.617992, -0.985378, 0.612833]],
  "atomic_forces_ev_per_a": [[-0.12, -0.06, 0.16], [-0.01, 0.03, -0.03], [0.17, 0.10, -0.23], [0.16, 0.10, -0.05], [-0.23, -0.28, -0.03], [0.25, 0.33, -0.25], [-0.09, -0.09, 0.11], [0.07, 0.17, 0.18], [-0.19, -0.13, 0.16], [-0.01, -0.07, -0.12], [0.09, 0.02, -0.09], [-0.46, 0.00, -0.14], [0.29, -0.01, 0.08], [0.11, 0.05, 0.06], [0.03, 0.87, -0.13], [-0.66, -0.16, 0.69], [-0.16, 0.17, 0.03], [0.11, -0.79, 0.01], [0.60, -0.30, -0.83], [-0.22, 0.00, 0.46], [0.05, 0.19, -0.11], [0.28, -0.09, -0.24], [-0.09, -0.05, 0.11], [0.07, 0.08, -0.14], [-0.03, -0.15, 0.10], [0.02, 0.07, 0.08], [-0.08, -0.04, 0.05], [0.02, 0.05, 0.08], [0.03, -0.02, 0.00]],
  "nbo_charge": [-0.25, 0.18, -0.49, 0.29, -0.33, -0.21, 0.23, -0.23, -0.23, 0.23, 0.23, -0.50, -0.11, 0.31, -0.25, -0.38, 0.19, -0.27, -0.22, -0.64, 0.40, 0.38, 0.43, 0.20, 0.23, 0.22, 0.22, 0.20, 0.18]
}



{
  "formula": "CH7N2O",
  "method": "ωB97M-V with the def2-TZVPD basis set",
  "gap_ha": 0.2786,
  "e_tot_ev": -6178.2746,
  "de_lowest_ev": 0.0631,
  "charge": -1,
  "homo_energy_ha": -0.0987,
  "species": ["N", "H", "H", "H", "N", "C", "O", "H", "H", "H", "H"],
  "positions_angstrom": [[1.153125, -1.013852, 1.452128], [0.882623, -0.778518, 0.468133], [0.544128, -1.780536, 1.710107], [2.093579, -1.390946, 1.444192], [-0.394867, 1.564298, -0.370521], [-1.046619, 0.337548, -0.970681], [-0.320403, -0.777487, -0.929552], [0.456850, 1.687244, -0.918043], [-0.038543, 1.201214, 0.511350], [-1.319948, 0.676821, -1.995267], [-2.009924, 0.274213, -0.401842]],
  "atomic_forces_ev_per_a": [[0.23, 0.27, -0.12], [-0.26, -0.36, 0.34], [-0.07, -0.02, -0.09], [0.07, -0.03, -0.02], [0.12, -0.26, -0.06], [-0.21, 0.25, 0.12], [0.22, -0.02, -0.10], [-0.01, 0.03, 0.01], [0.02, 0.20, 0.18], [-0.10, -0.03, -0.15], [0.00, -0.04, -0.09]],
  "nbo_charge": [-1.14, 0.43, 0.34, 0.32, -0.91, 0.14, -0.96, 0.32, 0.34, 0.06, 0.06]
}